DFT (wB97M-V/def2-TZVPD) results for 3 unconnected molecules or ions with the total composition C15H36BrNO4.

As for the frontier orbital gap: 10.28 eV. Its SMILES is CCCCOCOC[C@@H](N)Br.CCOCC.CCOCC. For the max |F|, the calculation gives 0.01200 Eh/bohr. The calculation puts the total energy at -3522.787007 Ha. For the LUMO energy, the calculation gives 0.024 Eh.

CARTESIAN COORDINATES (ANGSTROEM)
C (1.522, -2.360, -1.419)
C (1.296, -2.124, -2.927)
C (1.172, -0.649, -3.307)
C (-0.259, -0.120, -3.256)
O (-0.950, -0.736, -2.183)
C (-2.307, -0.443, -2.139)
O (-3.021, -0.918, -3.243)
C (-2.933, -2.303, -3.466)
C (-3.548, -3.215, -2.409)
N (-2.639, -3.560, -1.328)
Br (-5.221, -2.456, -1.752)
H (1.261, -1.464, -0.859)
H (2.550, -2.636, -1.202)
H (0.866, -3.151, -1.056)
H (0.400, -2.672, -3.220)
H (2.120, -2.569, -3.486)
H (1.544, -0.504, -4.323)
H (1.811, -0.050, -2.657)
H (-0.229, 0.963, -3.098)
H (-0.743, -0.330, -4.211)
H (-2.481, 0.637, -2.132)
H (-2.683, -0.873, -1.209)
H (-1.890, -2.614, -3.579)
H (-3.446, -2.476, -4.410)
H (-3.840, -4.128, -2.922)
H (-2.689, -4.555, -1.156)
H (-2.911, -3.111, -0.464)
C (3.732, 1.942, 1.075)
C (3.440, 2.308, -0.371)
O (2.397, 1.551, -0.958)
C (1.131, 1.651, -0.332)
C (0.556, 3.058, -0.310)
H (3.969, 0.881, 1.159)
H (4.583, 2.519, 1.438)
H (2.887, 2.154, 1.732)
H (4.315, 2.100, -0.986)
H (3.237, 3.381, -0.461)
H (1.171, 1.237, 0.682)
H (0.474, 1.000, -0.909)
H (1.168, 3.747, 0.273)
H (-0.441, 3.043, 0.134)
H (0.477, 3.453, -1.324)
C (-1.549, 1.045, 2.974)
C (-0.184, 1.608, 3.331)
O (-0.102, 2.166, 4.629)
C (-0.364, 1.281, 5.703)
C (0.582, 0.095, 5.777)
H (-2.316, 1.814, 3.072)
H (-1.543, 0.688, 1.943)
H (-1.827, 0.205, 3.611)
H (0.055, 2.432, 2.656)
H (0.593, 0.847, 3.189)
H (-1.405, 0.940, 5.676)
H (-0.255, 1.893, 6.598)
H (0.493, -0.559, 4.908)
H (0.359, -0.501, 6.662)
H (1.617, 0.434, 5.840)

***

DFT (wB97M-V/def2-TZVPD) results for 6 unconnected molecules or ions with the total composition C15H36O6 in a non-equilibrium geometry.

Its energy above the lowest of the compared OMol25 structures with the same formula, charge and spin is 125.9 kJ/mol. As for the frontier orbital gap: 9.30 eV. Its SMILES is CC(C)=O.CC(C)=O.CC(C)=O.CCO.CCO.CCO. For the max |F|, the calculation gives 0.05639 Eh/bohr. The calculation puts the total energy at -1044.497724 Ha. For the LUMO energy, the calculation gives 0.006 Eh.

CARTESIAN COORDINATES (ANGSTROEM)
C (-1.140, 5.381, -1.883)
C (-1.208, 3.896, -1.824)
O (-2.474, 3.578, -1.349)
H (-1.423, 5.871, -0.951)
H (-1.877, 5.651, -2.639)
H (-0.196, 5.850, -2.159)
H (-0.435, 3.484, -1.175)
H (-1.221, 3.518, -2.846)
H (-2.646, 2.634, -1.352)
C (-1.257, -0.624, 0.322)
C (-1.095, 0.698, -0.504)
O (-2.268, 0.837, -1.220)
H (-1.213, -1.560, -0.234)
H (-2.169, -0.649, 0.919)
H (-0.412, -0.673, 1.009)
H (-0.210, 0.692, -1.140)
H (-0.894, 1.519, 0.185)
H (-2.285, 0.109, -1.845)
C (-2.171, -4.062, 1.343)
C (-0.829, -4.854, 1.262)
O (0.139, -4.159, 0.535)
H (-2.917, -4.674, 1.851)
H (-2.486, -3.813, 0.330)
H (-2.093, -3.114, 1.876)
H (-1.091, -5.764, 0.723)
H (-0.492, -5.185, 2.244)
H (0.998, -4.562, 0.682)
C (-1.085, -4.304, -2.944)
C (-0.470, -2.918, -2.948)
O (-1.201, -1.945, -3.218)
C (1.006, -2.751, -2.746)
H (-1.295, -4.557, -1.904)
H (-0.357, -5.064, -3.229)
H (-1.965, -4.443, -3.572)
H (1.405, -2.972, -1.756)
H (1.252, -1.723, -3.010)
H (1.504, -3.371, -3.492)
C (2.719, -1.562, 0.386)
C (2.411, -0.264, 1.141)
O (2.264, 0.854, 0.654)
C (2.033, -0.491, 2.603)
H (2.927, -1.271, -0.643)
H (1.852, -2.222, 0.406)
H (3.556, -2.032, 0.902)
H (2.042, 0.422, 3.200)
H (2.654, -1.242, 3.091)
H (1.001, -0.841, 2.616)
C (2.464, 4.402, 2.811)
C (1.478, 4.482, 1.654)
O (1.850, 4.953, 0.586)
C (0.079, 3.966, 1.972)
H (2.694, 3.350, 2.976)
H (1.985, 4.917, 3.644)
H (3.357, 4.977, 2.564)
H (0.151, 2.881, 2.043)
H (-0.608, 4.297, 1.193)
H (-0.338, 4.446, 2.858)

***

DFT (wB97M-V/def2-TZVPD) results for 4 unconnected molecules or ions with the total composition C15H37FNO15PS3.

As for the frontier orbital gap: 10.62 eV. Its SMILES is C[C@@H](F)OC(=O)N(CCCO)P(=O)(O)O.CCOS(C)(=O)=O.CCOS(C)(=O)=O.CCOS(C)(=O)=O. For the max |F|, the calculation gives 0.01649 Eh/bohr. The calculation puts the total energy at -3412.979690 Ha. For the LUMO energy, the calculation gives 0.013 Eh.

CARTESIAN COORDINATES (ANGSTROEM)
C (4.555, -0.920, -2.390)
C (3.566, -0.723, -3.507)
F (3.942, -1.450, -4.587)
O (2.271, -1.203, -3.195)
C (1.589, -0.491, -2.266)
O (1.626, -0.721, -1.097)
N (0.837, 0.580, -2.840)
C (0.652, 1.708, -1.882)
C (1.975, 2.406, -1.588)
C (2.447, 3.256, -2.761)
O (3.689, 3.899, -2.520)
P (-0.552, 0.107, -3.663)
O (-0.342, -0.957, -4.647)
O (-1.552, -0.292, -2.493)
O (-1.132, 1.474, -4.258)
H (4.393, -0.194, -1.591)
H (5.561, -0.788, -2.791)
H (4.453, -1.925, -1.979)
H (3.491, 0.320, -3.838)
H (-0.024, 2.417, -2.365)
H (0.180, 1.359, -0.960)
H (2.742, 1.659, -1.346)
H (1.841, 3.042, -0.709)
H (1.731, 4.061, -2.947)
H (2.494, 2.647, -3.674)
H (4.369, 3.229, -2.396)
H (-2.106, -1.018, -2.838)
H (-1.012, 1.443, -5.218)
O (-4.400, -1.728, -3.247)
S (-5.259, -2.483, -2.378)
O (-4.751, -2.885, -1.102)
O (-5.834, -3.739, -3.145)
C (-4.884, -4.588, -3.851)
C (-4.136, -5.515, -2.919)
C (-6.784, -1.637, -2.172)
H (-4.211, -3.952, -4.425)
H (-5.506, -5.143, -4.550)
H (-3.460, -4.966, -2.265)
H (-3.549, -6.217, -3.511)
H (-4.832, -6.076, -2.296)
H (-7.170, -1.369, -3.151)
H (-6.568, -0.746, -1.585)
H (-7.471, -2.288, -1.638)
O (-0.787, -0.370, 3.529)
S (-0.348, -0.082, 2.195)
O (-0.642, 1.206, 1.637)
O (-0.853, -1.218, 1.226)
C (-2.251, -1.609, 1.242)
C (-3.127, -0.596, 0.546)
C (1.372, -0.403, 2.032)
H (-2.567, -1.801, 2.268)
H (-2.248, -2.555, 0.705)
H (-3.212, 0.330, 1.114)
H (-4.121, -1.017, 0.407)
H (-2.707, -0.356, -0.430)
H (1.581, -1.391, 2.431)
H (1.890, 0.362, 2.608)
H (1.635, -0.339, 0.977)
O (4.680, 2.745, 5.417)
S (4.015, 2.531, 6.669)
O (3.843, 1.192, 7.142)
O (2.618, 3.279, 6.641)
C (1.767, 3.050, 5.485)
C (1.042, 1.726, 5.546)
C (4.770, 3.499, 7.927)
H (2.379, 3.141, 4.587)
H (1.071, 3.885, 5.502)
H (1.731, 0.886, 5.463)
H (0.324, 1.667, 4.728)
H (0.503, 1.623, 6.487)
H (4.864, 4.521, 7.573)
H (5.749, 3.061, 8.108)
H (4.156, 3.443, 8.821)